[1]
Molecular formula: C21H27N3O4S
Method: DFT, ωB97M-V/def2-TZVPD

* DFT total energy: -1679.8746 hartree
* SMILES: CNC(=O)[C@H](Cc1ccccc1)NC(C)=O.NS(=O)(=O)c1ccc2c(c1)CCC2
* HOMO-LUMO gap: 9.615 eV
* HOMO level: -9.14 eV
* strongest force on any atom: 2.66 eV/A

Structure (ORCA input):
```
! RIJCOSX wB97M-V def2-TZVPD def2/J DEFGRID3
* xyz 0 1
C 4.41 -3.86 4.70
N 2.99 -4.12 4.96
C 1.94 -3.50 4.41
O 0.81 -3.81 4.78
C 2.14 -2.37 3.39
C 2.13 -1.02 4.14
C 2.46 0.18 3.28
C 3.79 0.60 3.14
C 4.10 1.69 2.30
C 3.08 2.35 1.60
C 1.75 1.93 1.74
C 1.43 0.86 2.58
N 1.06 -2.37 2.38
C 1.11 -2.04 1.09
C 2.45 -1.83 0.41
O 0.08 -1.91 0.44
H 4.63 -2.80 4.82
H 5.02 -4.43 5.40
H 4.66 -4.17 3.68
H 2.75 -4.83 5.63
H 3.10 -2.50 2.90
H 2.86 -1.07 4.95
H 1.15 -0.87 4.59
H 4.58 0.09 3.67
H 5.13 2.01 2.19
H 3.32 3.18 0.95
H 0.96 2.43 1.19
H 0.40 0.54 2.68
H 0.14 -2.58 2.73
H 2.93 -0.93 0.80
H 3.08 -2.70 0.57
H 2.28 -1.70 -0.66
N -2.15 -0.65 -0.93
S -2.31 0.99 -0.81
O -3.45 1.15 0.10
O -1.04 1.49 -0.30
C -2.69 1.52 -2.50
C -1.72 2.20 -3.26
C -2.01 2.63 -4.56
C -3.27 2.37 -5.10
C -4.23 1.70 -4.36
C -3.95 1.27 -3.06
C -5.50 1.54 -5.15
C -5.31 2.51 -6.32
C -3.79 2.73 -6.46
H -2.89 -1.03 -0.36
H -1.24 -0.88 -0.52
H -0.74 2.41 -2.83
H -1.26 3.15 -5.15
H -4.71 0.75 -2.49
H -5.59 0.51 -5.50
H -6.38 1.79 -4.56
H -5.79 3.46 -6.08
H -5.75 2.12 -7.25
H -3.36 2.06 -7.21
H -3.56 3.76 -6.72
*
```



[2]
Molecular formula: C20H36BClF14NO12P2S
Method: DFT, ωB97M-V/def2-TZVPD

* DFT total energy: -4705.6376 hartree
* HOMO-LUMO gap: 7.835 eV
* HOMO level: -5.99 eV
* strongest force on any atom: 5.34 eV/A

Structure (ORCA input):
```
! RIJCOSX wB97M-V def2-TZVPD def2/J DEFGRID3
* xyz -1 1
C 3.51 2.88 1.90
C 4.68 2.87 0.92
C 4.85 1.54 0.16
C 4.83 0.33 1.08
O 5.06 -0.90 0.42
C 3.92 -1.47 -0.18
O 3.24 -0.75 -1.13
B 1.81 -0.74 -0.76
F 1.67 0.51 0.04
C 0.76 -0.59 -1.96
C -0.63 -0.89 -1.38
C -1.76 -0.55 -2.33
F -1.84 0.79 -2.52
F -1.43 -1.12 -3.54
C -3.14 -1.17 -1.98
F -2.98 -2.38 -1.43
F -3.83 -1.34 -3.14
C -4.03 -0.23 -1.09
F -4.51 0.71 -1.92
F -3.22 0.32 -0.18
C -5.16 -1.03 -0.39
F -5.66 -1.99 -1.16
F -4.58 -1.65 0.66
S -6.60 0.00 0.30
F -6.27 -0.39 1.80
F -7.56 -1.27 0.23
F -7.04 0.37 -1.18
F -5.69 1.28 0.43
F -7.83 0.86 0.83
O 1.66 -1.93 0.06
C 2.87 -2.23 0.75
N 2.66 -1.72 2.10
C 3.25 -3.71 0.70
C 2.40 -4.59 1.57
O 1.50 -5.25 1.19
Cl 2.77 -4.62 3.32
H 3.14 3.88 2.13
H 3.83 2.42 2.84
H 2.71 2.24 1.53
H 4.45 3.62 0.15
H 5.61 3.21 1.38
H 5.83 1.57 -0.32
H 4.11 1.51 -0.63
H 5.65 0.45 1.79
H 3.92 0.34 1.68
H 4.36 -2.29 -0.77
H 0.77 0.41 -2.40
H 1.00 -1.28 -2.78
H -0.64 -1.94 -1.09
H -0.73 -0.26 -0.49
H 1.90 -2.23 2.53
H 2.32 -0.77 2.02
H 4.27 -3.78 1.06
H 3.15 -4.06 -0.32
C -0.43 0.24 8.10
O 0.30 -0.12 6.92
P 0.93 -1.61 6.84
O 1.61 -1.84 8.14
O 1.90 -1.26 5.63
C 3.06 -0.48 5.86
O 0.61 -3.06 6.22
C -0.33 -3.89 6.93
H -1.08 1.08 7.84
H -1.04 -0.58 8.47
H 0.26 0.55 8.88
H 3.40 -0.55 6.89
H 2.86 0.57 5.61
H 3.84 -0.85 5.20
H -1.16 -3.31 7.33
H 0.19 -4.40 7.74
H -0.71 -4.62 6.22
C -4.51 3.27 -7.36
O -3.22 3.09 -7.97
P -1.94 2.92 -6.99
O -2.05 4.01 -5.99
O -0.89 3.18 -8.17
C -0.74 4.52 -8.65
O -1.03 1.77 -6.36
C -1.55 1.09 -5.18
H -5.27 2.99 -8.08
H -4.62 2.67 -6.46
H -4.63 4.32 -7.10
H -1.01 5.25 -7.89
H -1.34 4.67 -9.54
H 0.31 4.65 -8.91
H -2.63 0.93 -5.28
H -1.34 1.68 -4.31
H -1.06 0.13 -5.10
*
```



[3]
Molecular formula: C14H42Br2HfO7S7
Method: DFT, ωB97M-V/def2-TZVPD

* DFT total energy: -9068.1172 hartree
* HOMO-LUMO gap: 8.971 eV
* HOMO level: -13.07 eV
* strongest force on any atom: 2.90 eV/A

Structure (ORCA input):
```
! RIJCOSX wB97M-V def2-TZVPD def2/J DEFGRID3
* xyz 2 1
Hf -0.10 -0.30 -0.27
Br -1.07 2.51 -0.62
Br -0.18 -3.09 -1.15
C 3.69 -1.27 2.15
S 3.28 -1.84 0.40
O 2.00 -1.17 -0.12
C 4.73 -1.16 -0.51
H 2.95 -1.78 2.76
H 3.78 -0.21 2.38
H 4.73 -1.61 2.18
H 5.67 -1.31 0.03
H 4.81 -0.08 -0.45
H 4.84 -1.51 -1.54
C -1.12 0.90 -4.86
S 0.21 -0.10 -3.97
O -0.32 -0.24 -2.58
C -0.28 -1.72 -4.84
H -2.10 0.75 -4.41
H -1.10 0.56 -5.90
H -0.81 1.93 -4.68
H 0.06 -1.76 -5.88
H -1.35 -1.89 -4.90
H 0.18 -2.58 -4.37
C 0.70 -1.64 4.40
S -0.08 -2.41 2.84
O 0.20 -1.55 1.63
C 0.93 -3.95 2.66
H 0.61 -0.56 4.47
H 1.75 -1.87 4.57
H 0.07 -2.03 5.21
H 0.71 -4.28 1.64
H 0.59 -4.60 3.47
H 2.01 -3.83 2.73
C -0.21 2.03 3.61
S 1.28 1.71 2.58
O 1.03 0.86 1.31
C 1.62 3.56 2.17
H -0.84 2.61 2.94
H -0.03 2.78 4.37
H -0.70 1.12 3.96
H 2.54 3.60 1.58
H 1.71 4.06 3.13
H 0.78 4.07 1.70
C -3.77 1.76 1.49
S -3.18 0.00 1.78
O -1.77 -0.12 1.33
C -3.35 -0.22 3.62
H -4.83 1.77 1.75
H -3.74 2.16 0.48
H -3.18 2.43 2.13
H -4.41 -0.28 3.84
H -2.89 0.62 4.13
H -2.93 -1.17 3.95
C -5.09 -0.60 -1.21
S -3.48 -0.53 -2.17
O -2.33 -0.53 -1.15
C -3.60 -2.25 -2.84
H -5.95 -0.91 -1.82
H -5.33 0.34 -0.71
H -4.83 -1.43 -0.56
H -2.57 -2.42 -3.15
H -4.41 -2.25 -3.57
H -3.87 -2.90 -2.01
C 2.31 3.64 -1.99
S 2.95 2.03 -1.63
O 1.79 1.10 -1.19
C 3.63 1.43 -3.26
H 1.80 3.61 -2.95
H 3.08 4.40 -2.15
H 1.65 3.91 -1.17
H 4.30 2.16 -3.71
H 2.78 1.13 -3.87
H 4.03 0.41 -3.20
*
```



Q: Number 3 is which compound?
A: C14H42Br2HfO7S7



Q: Which formula does entry 3 have?
A: C14H42Br2HfO7S7



What did the third record say?
Molecular formula: C14H42Br2HfO7S7
Method: DFT, ωB97M-V/def2-TZVPD

* DFT total energy: -9068.1172 hartree
* HOMO-LUMO gap: 8.971 eV
* HOMO level: -13.07 eV
* strongest force on any atom: 2.90 eV/A

Structure (ORCA input):
```
! RIJCOSX wB97M-V def2-TZVPD def2/J DEFGRID3
* xyz 2 1
Hf -0.10 -0.30 -0.27
Br -1.07 2.51 -0.62
Br -0.18 -3.09 -1.15
C 3.69 -1.27 2.15
S 3.28 -1.84 0.40
O 2.00 -1.17 -0.12
C 4.73 -1.16 -0.51
H 2.95 -1.78 2.76
H 3.78 -0.21 2.38
H 4.73 -1.61 2.18
H 5.67 -1.31 0.03
H 4.81 -0.08 -0.45
H 4.84 -1.51 -1.54
C -1.12 0.90 -4.86
S 0.21 -0.10 -3.97
O -0.32 -0.24 -2.58
C -0.28 -1.72 -4.84
H -2.10 0.75 -4.41
H -1.10 0.56 -5.90
H -0.81 1.93 -4.68
H 0.06 -1.76 -5.88
H -1.35 -1.89 -4.90
H 0.18 -2.58 -4.37
C 0.70 -1.64 4.40
S -0.08 -2.41 2.84
O 0.20 -1.55 1.63
C 0.93 -3.95 2.66
H 0.61 -0.56 4.47
H 1.75 -1.87 4.57
H 0.07 -2.03 5.21
H 0.71 -4.28 1.64
H 0.59 -4.60 3.47
H 2.01 -3.83 2.73
C -0.21 2.03 3.61
S 1.28 1.71 2.58
O 1.03 0.86 1.31
C 1.62 3.56 2.17
H -0.84 2.61 2.94
H -0.03 2.78 4.37
H -0.70 1.12 3.96
H 2.54 3.60 1.58
H 1.71 4.06 3.13
H 0.78 4.07 1.70
C -3.77 1.76 1.49
S -3.18 0.00 1.78
O -1.77 -0.12 1.33
C -3.35 -0.22 3.62
H -4.83 1.77 1.75
H -3.74 2.16 0.48
H -3.18 2.43 2.13
H -4.41 -0.28 3.84
H -2.89 0.62 4.13
H -2.93 -1.17 3.95
C -5.09 -0.60 -1.21
S -3.48 -0.53 -2.17
O -2.33 -0.53 -1.15
C -3.60 -2.25 -2.84
H -5.95 -0.91 -1.82
H -5.33 0.34 -0.71
H -4.83 -1.43 -0.56
H -2.57 -2.42 -3.15
H -4.41 -2.25 -3.57
H -3.87 -2.90 -2.01
C 2.31 3.64 -1.99
S 2.95 2.03 -1.63
O 1.79 1.10 -1.19
C 3.63 1.43 -3.26
H 1.80 3.61 -2.95
H 3.08 4.40 -2.15
H 1.65 3.91 -1.17
H 4.30 2.16 -3.71
H 2.78 1.13 -3.87
H 4.03 0.41 -3.20
*
```



Q: The lowest strongest force on any atom belongs to which entry?
A: C21H27N3O4S